(1)
A structure of composition C4H11N6O, computed with ωB97M-V with the def2-TZVPD basis set.

Output
Kohn-Sham gap = 10.261 eV

Geometry as ORCA input:
```
! RIJCOSX wB97M-V def2-TZVPD def2/J DEFGRID3
* xyz 1 1
C -1.10139 1.48832 -0.04517
C 1.22663 1.23287 0.89722
C 0.65103 -0.82124 -0.32497
C -0.81844 -0.46255 -0.07086
N 1.47851 0.06700 0.48714
N -0.01488 2.00776 0.56374
N 2.08213 2.01920 1.60107
N 0.94349 -0.86722 -1.75221
N -1.32141 -1.00756 1.24074
N -1.79697 -1.06465 -1.03090
O -2.13478 1.90196 -0.40969
H 0.64305 -1.78095 0.15847
H -0.10091 2.99072 0.78429
H 3.11294 1.87991 1.49597
H 1.70812 2.65879 2.29991
H 1.16076 0.03101 -2.07248
H 1.74675 -1.48830 -1.88848
H -1.32159 -0.19441 1.97324
H -0.65348 -1.63802 1.71495
H -1.30847 -1.50056 -1.87805
H -2.37806 -0.22852 -1.36192
H -2.42054 -1.69123 -0.55398
*
```

(2)
A cluster of 12 separate species, C36H104N8O14 in total, computed with ωB97M-V with the def2-TZVPD basis set.

Output
Kohn-Sham gap = 8.887 eV

Geometry as ORCA input:
```
! RIJCOSX wB97M-V def2-TZVPD def2/J DEFGRID3
* xyz 0 1
C 9.35224 1.38175 -3.78385
O 10.04622 1.72906 -4.91381
C 9.26950 2.41393 -5.93897
C 10.19452 3.40259 -6.73128
C 10.56414 4.63460 -5.90308
N 9.45625 3.98392 -7.88383
H 8.49776 0.74515 -4.01337
H 8.97553 2.33166 -3.40457
H 10.05880 1.08237 -3.00975
H 8.77380 1.66515 -6.55678
H 8.39321 2.89196 -5.50113
H 11.02689 2.74104 -6.97131
H 9.75856 4.94339 -5.23692
H 10.79738 5.54534 -6.45468
H 11.45282 4.33274 -5.34881
H 8.64108 4.46995 -7.53833
H 9.12158 3.25377 -8.49619
C 1.11147 -1.51333 -1.49515
O 0.23194 -0.67778 -0.67211
C 0.67926 -0.51746 0.69974
C -0.51137 0.16014 1.34432
C -0.45778 0.24014 2.80897
N -1.67039 -0.69430 1.13052
H 0.71462 -1.69188 -2.49451
H 1.14646 -2.46236 -0.96016
H 2.18068 -1.30826 -1.44199
H 0.94248 -1.44791 1.20282
H 1.53439 0.15804 0.67639
H -0.90917 1.07028 0.89543
H 0.53653 0.65518 2.97389
H -0.42793 -0.66045 3.42228
H -1.17892 0.88789 3.30744
H -1.51407 -0.92307 0.15926
H -1.66356 -1.62012 1.53414
C 1.29487 4.64104 -5.90325
O 1.47440 5.60387 -6.92120
C 2.79462 6.06470 -7.01235
C 3.29284 6.89834 -5.89846
C 2.48037 8.08381 -5.44193
N 4.66191 7.40305 -6.23391
H 1.39063 5.11141 -4.92463
H 1.79290 3.67748 -5.79542
H 0.20495 4.63105 -5.89578
H 3.54500 5.27417 -7.02331
H 2.91762 6.61371 -7.94592
H 3.34136 6.23325 -5.03624
H 2.31966 8.77696 -6.26765
H 3.05096 8.67763 -4.72788
H 1.55673 7.79433 -4.94076
H 4.74350 7.87429 -7.12349
H 4.88368 8.15225 -5.59390
C -8.33370 -3.48101 4.72933
O -9.60540 -3.80484 4.19045
C -10.72111 -3.20420 4.78938
C -11.17894 -4.20432 5.93693
C -11.87492 -5.42703 5.30437
N -11.79522 -3.62003 7.10000
H -7.66727 -4.10067 4.12932
H -8.07467 -3.73648 5.75684
H -8.06990 -2.42370 4.70500
H -10.43428 -2.21539 5.14724
H -11.61157 -3.07808 4.17352
H -10.33388 -4.57741 6.51553
H -12.64966 -5.07576 4.62284
H -12.41961 -6.05599 6.00850
H -11.31475 -6.05832 4.61459
H -11.48544 -2.67151 7.25634
H -12.79631 -3.74011 7.04100
C -4.38063 1.87293 11.69072
O -4.75439 1.32252 12.99010
C -6.06801 1.81450 13.37646
C -6.32711 1.60049 14.90840
C -7.78392 1.73364 15.31456
N -5.48986 2.52512 15.69228
H -5.06486 1.60721 10.88491
H -3.36334 1.59965 11.41047
H -4.27734 2.95677 11.74258
H -6.30941 2.82053 13.03334
H -6.71962 1.17417 12.78192
H -6.06450 0.58770 15.21399
H -7.96180 1.32566 16.30955
H -8.44072 1.16992 14.65203
H -8.15016 2.76019 15.32679
H -5.88433 3.45474 15.67497
H -4.70521 2.69274 15.07883
C 7.68813 -0.14114 3.15554
O 8.25692 1.19957 3.36649
C 7.29564 2.29330 3.48966
C 6.52581 2.26338 4.86961
C 5.63407 3.46537 4.95036
N 7.48912 2.29306 6.01760
H 8.47924 -0.84533 2.89793
H 6.77163 -0.29382 2.58563
H 7.19538 -0.54228 4.04119
H 7.87269 3.20114 3.31378
H 6.59361 2.29612 2.65585
H 5.99068 1.31484 4.91449
H 6.18048 4.40705 5.00302
H 4.92350 3.38643 5.77313
H 4.97088 3.55731 4.09022
H 7.51903 3.19230 6.47648
H 8.39358 2.16332 5.58721
C 6.03452 -5.32820 -6.06626
O 6.72497 -4.25583 -6.73025
C 7.17448 -4.71222 -8.06790
C 6.24553 -4.40632 -9.28237
C 4.81459 -4.39197 -8.77577
N 6.42028 -5.37910 -10.42840
H 5.82885 -5.15280 -5.01032
H 6.77285 -6.12017 -5.94078
H 5.28329 -5.97533 -6.51900
H 8.11573 -4.19495 -8.25386
H 7.46513 -5.75825 -7.97070
H 6.47254 -3.36523 -9.51193
H 4.23917 -3.97065 -9.60008
H 4.78113 -3.78750 -7.86934
H 4.50512 -5.42283 -8.60356
H 7.39244 -5.40230 -10.70133
H 5.86688 -4.98222 -11.17428
C -4.05129 -3.14341 -6.72508
O -3.32260 -2.15682 -7.49690
C -3.82409 -0.77939 -7.25039
C -5.39124 -0.58171 -7.49048
C -5.64471 0.89267 -7.79242
N -5.96563 -0.90089 -6.18440
H -5.13215 -3.22399 -6.84065
H -3.65219 -3.01581 -5.71883
H -3.67224 -4.11124 -7.05330
H -3.45669 -0.35460 -6.31622
H -3.32847 -0.17131 -8.00716
H -5.74057 -1.23936 -8.28646
H -4.91346 1.40247 -8.41970
H -5.62988 1.55433 -6.92635
H -6.58273 1.01946 -8.33291
H -6.94935 -0.95007 -6.40798
H -5.82353 -1.88381 -6.00058
O 2.22196 -7.81015 3.73943
C 2.57530 -6.51984 3.16425
C 2.75012 -5.56762 4.39309
O 1.47742 -5.50306 5.02398
H 1.36201 -8.13172 3.45893
H 3.41638 -6.67393 2.48826
H 1.77203 -6.19599 2.50246
H 2.96408 -4.54247 4.09081
H 3.57707 -5.93103 5.00316
H 1.12201 -6.36674 5.24610
O -9.60801 3.49752 0.82666
C -9.28395 2.16092 0.58613
C -8.02564 1.92519 -0.14758
O -6.95822 2.53574 0.59228
H -8.81095 4.01078 0.97773
H -9.39268 1.51727 1.45905
H -10.12069 1.90866 -0.06527
H -8.09671 2.23807 -1.18930
H -7.76001 0.87333 -0.25317
H -6.18373 2.08244 0.25125
O 2.00263 -8.64054 -2.06905
H 1.25120 -9.06519 -1.65519
H 2.76469 -9.07726 -1.68856
O -3.92817 5.48917 3.43020
H -4.55801 4.78889 3.25949
H -4.12624 5.77819 4.32098
*
```

(3)
A cluster of 2 separate species, C26H29O in total, computed with ωB97M-V with the def2-TZVPD basis set.

Output
Kohn-Sham gap = 6.006 eV

Geometry as ORCA input:
```
! RIJCOSX wB97M-V def2-TZVPD def2/J DEFGRID3
* xyz 1 1
C 0.79706 1.10885 3.22961
C -0.48336 1.71883 2.64932
C -0.81885 1.19724 1.24242
C -2.08588 1.79128 0.65627
C -1.89993 2.88575 -0.34898
C -3.29475 1.34181 1.05548
H 0.96138 1.49349 4.24162
H 0.72195 0.01579 3.28156
H 1.67081 1.36762 2.61755
H -1.33224 1.51386 3.31807
H -0.38036 2.81370 2.61001
H 0.02251 1.42969 0.57584
H -0.92079 0.09841 1.29544
H -0.83298 3.11438 -0.45783
H -2.28899 2.57973 -1.33275
H -2.40551 3.82464 -0.07192
H -4.17849 1.66321 0.50905
H -3.36379 0.57343 1.82131
C -9.61384 -1.95249 2.05397
C -8.52143 -0.95446 2.28510
C -7.97840 -0.78479 3.56982
C -6.90920 0.06544 3.77472
C -6.33450 0.82155 2.70553
C -5.16886 1.60827 2.96049
C -4.97067 2.96076 2.57731
C -5.65514 3.59436 1.50306
C -5.15461 4.76335 0.94365
C -4.02930 5.36676 1.51476
O -3.43603 6.49780 0.94906
C -4.22468 7.65178 0.78858
C -3.98924 8.70524 1.67603
C -4.91172 9.74661 1.72950
C -6.02298 9.75024 0.87752
C -6.18350 8.73524 -0.07236
C -5.25916 7.69046 -0.14839
C -3.41684 4.83660 2.65742
C -3.90987 3.67951 3.20510
C -6.95196 0.69473 1.42578
C -8.00464 -0.19573 1.23148
H -10.04474 -1.82908 1.05567
H -9.23837 -2.98268 2.12802
H -10.41572 -1.85660 2.79541
H -8.42081 -1.32989 4.40652
H -6.51068 0.22658 4.77734
H -4.50007 1.24456 3.75299
H -6.57230 3.17627 1.09641
H -5.63636 5.21436 0.07495
H -3.12891 8.65060 2.34183
H -4.75280 10.55387 2.43980
H -6.75378 10.55278 0.93953
H -7.02232 8.74375 -0.76526
H -5.35385 6.89459 -0.88871
H -2.57231 5.36426 3.10170
H -3.47374 3.27419 4.12131
H -6.59700 1.29229 0.58806
H -8.45033 -0.30113 0.23632
*
```

Number 1: F_max 5.30 eV/Å, LUMO level -2.886 eV, highest occupied orbital energy -13.15 eV. Number 2: F_max 3.59 eV/Å, LUMO level 0.124 eV, highest occupied orbital energy -8.76 eV. Number 3: F_max 2.67 eV/Å, LUMO level -5.506 eV, highest occupied orbital energy -11.51 eV.